(1)
C24H22FNO3 as an isolated structure in a non-equilibrium geometry, computed with ωB97M-V/def2-TZVPD.

Summary:
E_HOMO: -8.187 eV
Frontier orbital gap: 8.6 eV

Each line ends with the natural charge from an NBO analysis.
Geometry (Å):
O1 -3.286 2.411 1.489  -0.631
C1 -2.808 2.083 0.356  0.602
N1 -1.639 1.482 0.323  -0.614
H1 -1.085 1.210 -0.566  0.406
C2 -0.572 1.287 1.357  -0.039
C3 -0.100 -0.157 1.713  -0.116
C4 0.393 -0.822 0.718  -0.195
C5 0.747 -2.293 0.587  0.183
C6 0.851 -2.898 1.888  0.266
C7 0.395 -2.023 3.017  -0.211
C8 -0.218 -0.956 3.026  -0.149
H2 -0.450 -0.441 3.777  0.195
H3 0.559 -2.475 3.849  0.201
O2 1.148 -4.115 2.302  -0.514
C9 2.358 -4.707 1.485  -0.058
C10 2.220 -4.863 0.232  -0.565
H4 1.272 -5.228 -0.076  0.236
H5 3.003 -5.505 -0.185  0.256
C11 2.047 -3.610 -0.724  0.099
H6 3.077 -3.005 -0.239  0.046
O3 1.079 -2.853 -0.599  -0.470
H7 2.272 -3.847 -1.537  0.147
H8 2.414 -5.658 2.208  0.223
H9 3.241 -4.021 1.952  0.198
H10 0.076 -0.728 -0.581  0.200
H11 -1.417 1.498 2.369  0.253
C12 0.655 2.321 1.548  -0.374
C13 1.351 1.840 0.503  -0.145
C14 1.412 2.573 -0.628  -0.194
C15 2.171 2.330 -1.759  -0.209
C16 3.099 1.243 -1.652  -0.230
C17 3.406 0.658 -0.521  -0.200
C18 2.476 1.020 0.670  -0.114
H12 2.777 0.595 1.552  0.196
H13 4.238 0.028 -0.282  0.217
H14 3.666 1.006 -2.380  0.191
H15 2.002 2.680 -2.914  0.232
H16 0.534 3.389 -0.620  0.190
H17 0.129 3.185 1.586  0.237
H18 1.020 1.951 2.735  0.220
C19 -3.335 2.278 -0.854  -0.226
C20 -4.565 1.591 -0.912  0.500
C21 -5.131 1.749 -2.379  -0.268
C22 -4.428 2.503 -3.441  -0.195
C23 -3.257 2.791 -3.232  -0.275
C24 -2.745 2.898 -2.065  -0.143
H19 -1.672 3.304 -1.839  0.228
H20 -2.756 3.641 -4.061  0.205
H21 -5.124 2.475 -4.468  0.235
H22 -6.176 1.267 -2.461  0.215
F1 -5.321 0.918 -0.264  -0.241



(2)
C24H22MoOS6Si as an isolated structure, computed with ωB97M-V/def2-TZVPD.

Summary:
E_HOMO: -0.434 eV
Charge: -2
Frontier orbital gap: 5.1 eV
Relative energy (zero: lowest compared OMol25 entry of this formula, charge and spin): 0.337 eV

Each line ends with the natural charge from an NBO analysis.
Geometry (Å):
Mo1 1.491 -0.934 0.670  -0.376
C1 3.368 0.382 1.220  -0.220
C2 2.251 0.946 1.868  -0.264
C3 1.731 -0.034 2.768  -0.203
C4 2.533 -1.202 2.660  -0.295
C5 3.544 -0.949 1.683  -0.257
H1 3.937 0.865 0.443  0.257
H2 1.914 1.963 1.757  0.253
H3 0.860 0.082 3.389  0.247
H4 2.369 -2.135 3.173  0.259
H5 4.284 -1.646 1.335  0.260
O1 -0.413 -7.268 3.208  -0.639
C6 -0.087 -6.199 2.729  0.167
S1 1.341 -5.946 1.735  0.303
C7 1.129 -4.223 1.430  -0.395
C8 0.051 -3.660 2.001  -0.428
S2 -0.431 -1.970 1.845  -0.092
S3 -0.986 -4.702 2.961  0.297
S4 2.299 -3.429 0.405  -0.157
C9 -0.523 -1.289 -3.780  -0.639
C10 0.468 -1.096 -2.660  -0.205
S5 -0.060 -1.723 -1.119  0.044
C11 1.677 -0.538 -2.820  -0.214
C12 2.200 -0.050 -4.146  -0.630
S6 2.816 -0.422 -1.490  -0.160
H6 -1.538 -1.308 -3.380  0.222
H7 -0.354 -2.235 -4.308  0.196
H8 -0.475 -0.482 -4.514  0.197
H9 1.392 0.259 -4.813  0.196
H10 2.773 -0.832 -4.660  0.194
H11 2.870 0.801 -4.004  0.206
C13 -3.370 1.401 -3.102  -0.247
C14 -2.176 2.069 -3.317  -0.242
C15 -1.142 1.965 -2.388  -0.210
C16 -1.270 1.193 -1.235  -0.451
C17 -2.480 0.515 -1.046  -0.126
C18 -3.518 0.620 -1.958  -0.246
Si1 0.138 1.139 0.047  1.193
C19 -0.730 2.052 1.513  -0.443
C20 -0.603 3.433 1.690  -0.166
C21 -1.220 4.102 2.742  -0.257
C22 -1.995 3.399 3.653  -0.235
C23 -2.139 2.025 3.500  -0.229
C24 -1.512 1.367 2.451  -0.218
H12 -4.177 1.476 -3.823  0.187
H13 -2.042 2.669 -4.212  0.189
H14 -0.209 2.489 -2.568  0.208
H15 -2.599 -0.129 -0.181  0.214
H16 -4.442 0.078 -1.788  0.192
H17 0.993 2.277 -0.451  -0.242
H18 -0.005 3.998 0.982  0.197
H19 -1.097 5.175 2.848  0.188
H20 -2.480 3.914 4.475  0.188
H21 -2.735 1.460 4.209  0.197
H22 -1.622 0.290 2.371  0.234



(3)
C24H22N3OPSeV as an isolated structure, computed with ωB97M-V/def2-TZVPD.

Summary:
E_HOMO (alpha / beta): -17.507 / -17.505 eV
Charge: +3
Frontier orbital gap (alpha / beta): 6.1 / 6.9 eV
Relative energy (zero: lowest compared OMol25 entry of this formula, charge and spin): 0.100 eV

Each line ends with the natural charge from an NBO analysis.
Geometry (Å):
V1 -1.055 -1.336 0.603  0.638
O1 -1.318 -2.301 3.057  -0.490
N1 -0.623 -1.219 2.527  -0.230
C1 0.258 -0.572 3.210  0.195
C2 1.039 0.544 2.698  -0.148
C3 2.084 0.942 3.526  -0.105
C4 2.918 1.995 3.155  -0.147
C5 2.689 2.660 1.967  -0.127
C6 1.622 2.287 1.143  -0.143
C7 0.800 1.226 1.480  -0.390
P1 -0.670 0.954 0.472  1.242
C8 -0.264 0.459 -1.187  -0.499
C9 -1.340 0.351 -2.097  -0.136
C10 -1.087 0.011 -3.416  -0.205
C11 0.221 -0.213 -3.826  -0.093
C12 1.293 -0.104 -2.932  -0.198
C13 1.059 0.227 -1.617  -0.105
C14 -1.783 2.309 0.572  -0.496
C15 -2.540 2.462 1.738  -0.115
C16 -3.347 3.575 1.875  -0.196
C17 -3.391 4.524 0.857  -0.119
C18 -2.638 4.370 -0.300  -0.181
C19 -1.825 3.255 -0.456  -0.165
H1 -1.113 -2.377 4.003  0.510
H2 0.429 -0.897 4.235  0.244
H3 2.251 0.432 4.468  0.248
H4 3.730 2.297 3.803  0.269
H5 3.322 3.489 1.677  0.265
H6 1.435 2.863 0.243  0.244
H7 -2.350 0.585 -1.791  0.246
H8 -1.902 -0.051 -4.126  0.265
H9 0.419 -0.454 -4.863  0.259
H10 2.307 -0.254 -3.280  0.256
H11 1.888 0.326 -0.927  0.233
H12 -2.512 1.722 2.530  0.212
H13 -3.944 3.705 2.768  0.255
H14 -4.026 5.394 0.967  0.258
H15 -2.686 5.115 -1.083  0.257
H16 -1.242 3.139 -1.361  0.230
N2 2.444 -5.023 -2.646  -0.674
C20 1.617 -4.251 -1.966  0.305
C21 2.056 -3.499 -0.837  -0.273
C22 1.148 -2.763 -0.159  0.041
N3 -0.174 -2.641 -0.520  -0.621
C23 -0.590 -3.354 -1.626  0.088
C24 0.247 -4.141 -2.335  -0.274
H17 3.408 -5.139 -2.375  0.431
H18 2.124 -5.578 -3.426  0.433
H19 3.078 -3.555 -0.490  0.262
H20 1.463 -2.220 0.731  0.210
H21 -1.633 -3.260 -1.886  0.239
H22 -0.145 -4.696 -3.178  0.265
Se1 -3.148 -1.320 0.403  0.529



(4)
C24H23BClF9N6O4STi as an isolated structure, computed with ωB97M-V/def2-TZVPD.

Summary:
E_HOMO: -1.686 eV
Charge: -2
Frontier orbital gap: 6.1 eV
Relative energy (zero: lowest compared OMol25 entry of this formula, charge and spin): 0.902 eV

Each line ends with the natural charge from an NBO analysis.
Geometry (Å):
Ti1 -0.125 -0.055 0.991  1.713
C1 -3.986 -0.641 3.310  -0.619
C2 -4.024 0.601 2.426  -0.205
N1 -2.853 1.435 2.552  -0.445
C3 -2.731 2.125 3.828  -0.210
C4 -1.964 1.372 4.909  -0.611
C5 -2.588 2.337 1.445  -0.211
C6 -2.660 1.745 0.049  -0.226
N2 -1.651 0.734 -0.292  -0.732
C7 -1.670 0.367 -1.611  0.085
C8 -0.532 -0.260 -2.163  0.313
F1 0.511 -0.448 -1.339  -0.291
C9 -0.409 -0.680 -3.461  0.365
F2 0.726 -1.265 -3.850  -0.303
C10 -1.439 -0.506 -4.370  -0.400
C11 -2.570 0.099 -3.875  0.332
F3 -3.629 0.282 -4.695  -0.331
C12 -2.706 0.519 -2.564  0.267
F4 -3.917 1.038 -2.247  -0.337
H1 -4.708 -1.378 2.948  0.194
H2 -4.235 -0.420 4.348  0.186
H3 -2.990 -1.087 3.283  0.245
H4 -4.955 1.173 2.638  0.134
H5 -4.099 0.265 1.393  0.199
H6 -3.736 2.407 4.202  0.141
H7 -2.200 3.059 3.645  0.212
H8 -2.505 0.506 5.283  0.189
H9 -1.774 2.041 5.754  0.187
H10 -1.012 1.023 4.514  0.245
H11 -1.602 2.770 1.608  0.235
H12 -3.304 3.188 1.438  0.146
H13 -2.545 2.603 -0.628  0.187
H14 -3.672 1.377 -0.122  0.180
H15 -1.356 -0.820 -5.398  0.233
B1 1.053 -3.266 1.760  0.190
N3 2.072 -2.280 1.136  -0.280
C13 3.346 -2.534 0.817  -0.011
C14 3.938 -1.374 0.347  -0.351
C15 2.924 -0.422 0.409  0.005
N4 1.812 -0.978 0.895  -0.375
N5 -0.285 -3.224 0.938  -0.267
C16 -1.104 -4.263 0.748  -0.019
C17 -2.280 -3.812 0.173  -0.366
C18 -2.082 -2.438 0.044  -0.030
N6 -0.880 -2.098 0.506  -0.333
H16 1.506 -4.383 1.619  -0.069
H17 0.832 -3.002 2.915  -0.042
H18 3.732 -3.531 0.942  0.207
H19 4.941 -1.231 -0.009  0.230
H20 2.922 0.609 0.089  0.270
H21 -0.784 -5.251 1.033  0.209
H22 -3.140 -4.387 -0.120  0.212
H23 -2.729 -1.677 -0.360  0.222
O1 2.640 2.535 2.403  -0.824
Cl1 1.285 2.068 2.601  1.895
O2 0.412 3.151 3.033  -0.854
O3 -0.479 -0.322 2.540  -0.827
O4 0.766 1.719 1.132  -0.876
F5 7.525 0.494 -5.481  -0.322
C19 6.402 0.855 -4.826  0.190
C20 5.298 1.325 -5.512  0.251
F6 5.353 1.424 -6.855  -0.320
C21 4.155 1.691 -4.828  0.277
F7 3.140 2.135 -5.590  -0.315
C22 4.007 1.630 -3.430  -0.242
S1 2.586 2.092 -2.588  -0.420
C23 5.162 1.142 -2.785  0.266
F8 5.178 1.018 -1.448  -0.315
C24 6.314 0.768 -3.445  0.293
F9 7.374 0.311 -2.751  -0.328



E_tot readings, ordered: -1307.36763 -3749.95930 -4853.03237 -4189.35158 a.u.